The following is a DFT calculation (the ωB97M-V functional and the def2-TZVPD basis) of 2 unconnected molecules or ions with the total composition C4H7NO3 in a non-equilibrium geometry.

Summary:
DFT total energy = -11888.8454 eV
HOMO-LUMO gap = 4.1 eV
HOMO level = -8.0129 eV
LUMO energy = -3.926 eV
charge = 0
multiplicity = 1
energy above the lowest of the compared OMol25 structures with the same formula, charge and spin = 6.432 eV

Bonds (Å) are listed after each position.
Cartesian coordinates (Å):
1 C 2.974 0.000 0.557  N2 1.286, O8 1.268, H9 1.108
2 N 3.223 -0.254 -0.678  C1 1.286, H10 1.009
3 C 0.208 -0.136 -0.917  C4 1.433, H11 1.089, H12 1.125, H13 1.097
4 C -1.218 -0.174 -1.047  C3 1.433, C5 1.452, H14 1.090
5 C -2.233 0.281 -0.113  C4 1.452, O6 1.377, O7 1.196
6 O -1.979 -0.109 1.183  C5 1.377, H15 0.976
7 O -3.270 0.800 -0.406  C5 1.196
8 O 2.017 -0.482 1.236  C1 1.268
9 H 3.581 0.736 1.121  C1 1.108
10 H 4.044 0.164 -1.090  N2 1.009
11 H 0.352 0.610 -0.137  C3 1.089
12 H 0.622 -1.144 -0.638  C3 1.125
13 H 0.812 0.118 -1.797  C3 1.097
14 H -1.695 -0.473 -1.980  C4 1.090
15 H -2.805 0.170 1.623  O6 0.976

And the natural (NBO) charges, in e, turn out to be:
1 C 0.414
2 N -0.834
3 C -0.751
4 C 0.141
5 C 0.665
6 O -0.642
7 O -0.511
8 O -0.645
9 H 0.109
10 H 0.341
11 H 0.277
12 H 0.388
13 H 0.324
14 H 0.222
15 H 0.503

The following is a DFT calculation (the ωB97M-V functional and the def2-TZVPD basis) of a single C4H7NO3 molecule in a non-equilibrium geometry.

Summary:
DFT total energy = -11888.0109 eV
HOMO-LUMO gap (alpha / beta) = 7.1 / 7.1 eV
HOMO level (alpha / beta) = -8.2740 / -8.2744 eV
LUMO energy (alpha / beta) = -1.213 / -1.214 eV
charge = 0
multiplicity = 1
energy above the lowest of the compared OMol25 structures with the same formula, charge and spin = 7.267 eV

Bonds (Å) are listed after each position.
Cartesian coordinates (Å):
1 C -1.168 -0.127 0.866  C2 1.478, C5 1.464, H10 1.081
2 C -1.275 1.330 1.090  C1 1.478, O6 1.437, H11 1.102, H12 1.097
3 C 1.323 -1.496 -0.826  N4 1.444, H13 1.091, H14 1.087, H15 1.096
4 N 0.798 -0.150 -0.818  C3 1.444, C5 1.439, O7 1.404
5 C -0.574 0.089 -0.455  C1 1.464, N4 1.439, O6 1.568, O8 1.280
6 O -0.712 1.629 -0.198  C2 1.437, C5 1.568
7 O 1.740 0.765 -0.321  N4 1.404, H9 0.980
8 O -1.506 -0.556 -1.051  C5 1.280
9 H 1.251 1.613 -0.383  O7 0.980
10 H -1.315 -1.006 1.476  C1 1.081
11 H -0.642 1.680 1.921  C2 1.102
12 H -2.287 1.728 1.230  C2 1.097
13 H 2.150 -1.542 -1.536  C3 1.091
14 H 0.530 -2.161 -1.158  C3 1.087
15 H 1.688 -1.796 0.163  C3 1.096

And the natural (NBO) charges, in e, turn out to be:
1 C 0.098
2 C -0.158
3 C -0.426
4 N -0.190
5 C 0.568
6 O -0.574
7 O -0.578
8 O -0.509
9 H 0.492
10 H 0.227
11 H 0.225
12 H 0.214
13 H 0.212
14 H 0.225
15 H 0.173

The following is a DFT calculation (the ωB97M-V functional and the def2-TZVPD basis) of a single C4H7NO4 molecule in a non-equilibrium geometry.

Summary:
DFT total energy = -13939.0247 eV
HOMO-LUMO gap = 8.7 eV
HOMO level = -9.2753 eV
LUMO energy = -0.617 eV
charge = 0
multiplicity = 1
SMILES = C[C@@](O)(C=O)OC(N)=O
energy above the lowest of the compared OMol25 structures with the same formula, charge and spin = 3.612 eV

Bonds (Å) are listed after each position.
Cartesian coordinates (Å):
1 C 1.636 -0.929 0.836  C2 1.507, H6 1.093, H7 1.092, H8 1.096
2 C 0.691 -0.062 0.043  C1 1.507, O3 1.382, O4 1.347, C11 1.853
3 O 0.971 0.012 -1.308  C2 1.382, H5 0.973
4 O 0.431 1.140 0.590  C2 1.347, C9 1.553
5 H 0.686 -0.809 -1.746  O3 0.973
6 H 1.776 -1.911 0.378  C1 1.093
7 H 1.266 -1.054 1.856  C1 1.092
8 H 2.605 -0.422 0.904  C1 1.096
9 C -1.103 1.271 0.387  O4 1.553, N10 1.360, O12 1.205
10 N -1.350 1.728 -0.869  C9 1.360, H14 1.011, H15 1.015
11 C -0.895 -1.010 0.180  C2 1.853, O13 1.213, H16 1.111
12 O -1.808 1.402 1.356  C9 1.205
13 O -1.331 -1.576 -0.800  C11 1.213
14 H -0.856 2.445 -1.383  N10 1.011
15 H -1.550 1.094 -1.635  N10 1.015
16 H -1.168 -1.320 1.212  C11 1.111

And the natural (NBO) charges, in e, turn out to be:
1 C -0.669
2 C 0.528
3 O -0.722
4 O -0.575
5 H 0.493
6 H 0.223
7 H 0.228
8 H 0.239
9 C 0.886
10 N -0.913
11 C 0.303
12 O -0.466
13 O -0.535
14 H 0.423
15 H 0.414
16 H 0.144

The following is a DFT calculation (the ωB97M-V functional and the def2-TZVPD basis) of a single C4H7NOS molecule in a non-equilibrium geometry.

Summary:
DFT total energy = -18631.9139 eV
HOMO-LUMO gap = 9.5 eV
HOMO level = -8.8456 eV
LUMO energy = 0.647 eV
charge = 0
multiplicity = 1
SMILES = O=CN1CCCS1
energy above the lowest of the compared OMol25 structures with the same formula, charge and spin = 2.636 eV

Bonds (Å) are listed after each position.
Cartesian coordinates (Å):
1 C 2.078 -0.920 -0.011  H5 1.109, N12 1.368, O13 1.240
2 C 0.261 0.759 -0.642  C3 1.497, H6 1.082, H7 1.070, N12 1.544
3 C -1.068 1.034 -0.009  C2 1.497, C4 1.653, H8 1.239, H9 1.041
4 C -1.441 -0.481 0.536  C3 1.653, H10 1.113, H11 1.048, S14 1.620
5 H 2.451 -1.915 0.307  C1 1.109
6 H 0.154 1.045 -1.681  C2 1.082
7 H 1.025 1.424 -0.298  C2 1.070
8 H -1.036 1.573 1.106  C3 1.239
9 H -1.768 1.196 -0.763  C3 1.041
10 H -1.363 -0.548 1.644  C4 1.113
11 H -2.439 -0.757 0.374  C4 1.048
12 N 0.824 -0.672 -0.495  C1 1.368, C2 1.544, S14 1.771
13 O 2.989 -0.123 0.260  C1 1.240
14 S -0.667 -1.612 -0.328  C4 1.620, N12 1.771

And the natural (NBO) charges, in e, turn out to be:
1 C 0.503
2 C -0.267
3 C -0.402
4 C -0.646
5 H 0.152
6 H 0.209
7 H 0.240
8 H 0.238
9 H 0.226
10 H 0.209
11 H 0.240
12 N -0.580
13 O -0.612
14 S 0.492

The following is a DFT calculation (the ωB97M-V functional and the def2-TZVPD basis) of a single C4H7NOS molecule in a non-equilibrium geometry.

Summary:
DFT total energy = -18632.0573 eV
HOMO-LUMO gap = 9.4 eV
HOMO level = -9.0648 eV
LUMO energy = 0.384 eV
charge = 0
multiplicity = 1
energy above the lowest of the compared OMol25 structures with the same formula, charge and spin = 2.492 eV

Bonds (Å) are listed after each position.
Cartesian coordinates (Å):
1 C -1.674 -0.059 0.182  C2 1.674, N5 1.313, O6 1.206
2 C -0.700 -1.321 -0.330  C1 1.674, C3 1.527, H8 1.123, H9 1.054
3 C 0.511 -0.707 -1.028  C2 1.527, S7 1.932, H10 1.016, H11 1.065
4 C 1.227 1.266 1.004  S7 1.886, H12 0.994, H13 1.166, H14 1.071
5 N -1.171 1.113 -0.131  C1 1.313, S7 1.585
6 O -2.778 -0.273 0.616  C1 1.206
7 S 0.325 1.178 -0.650  C3 1.932, C4 1.886, N5 1.585
8 H -0.343 -1.828 0.606  C2 1.123
9 H -1.208 -1.841 -1.094  C2 1.054
10 H 1.444 -0.994 -0.745  C3 1.016
11 H 0.334 -0.502 -2.058  C3 1.065
12 H 1.031 0.359 1.359  C4 0.994
13 H 0.722 2.230 1.423  C4 1.166
14 H 2.281 1.379 0.847  C4 1.071

And the natural (NBO) charges, in e, turn out to be:
1 C 0.660
2 C -0.553
3 C -0.494
4 C -0.730
5 N -0.873
6 O -0.595
7 S 0.998
8 H 0.228
9 H 0.241
10 H 0.216
11 H 0.218
12 H 0.207
13 H 0.258
14 H 0.219

The following is a DFT calculation (the ωB97M-V functional and the def2-TZVPD basis) of a single C4H7NOS molecule in a non-equilibrium geometry.

Summary:
DFT total energy = -18631.1309 eV
HOMO-LUMO gap = 9.1 eV
HOMO level = -8.7396 eV
LUMO energy = 0.312 eV
charge = 0
multiplicity = 1
SMILES = CN1C[C@H](O)C1=S
energy above the lowest of the compared OMol25 structures with the same formula, charge and spin = 3.419 eV

Bonds (Å) are listed after each position.
Cartesian coordinates (Å):
1 C 1.038 0.525 1.689  H5 1.158, H6 1.153, H7 1.154, N12 1.336
2 C -1.117 0.122 0.290  C3 1.459, H8 1.296, H9 1.183, N12 1.504
3 C -0.721 -0.129 -1.091  C2 1.459, C4 1.539, H10 1.123, O13 1.424
4 C 0.766 -0.075 -0.696  C3 1.539, N12 1.438, S14 1.667
5 H 1.067 -0.535 2.155  C1 1.158
6 H 2.141 0.664 1.383  C1 1.153
7 H 0.838 1.449 2.350  C1 1.154
8 H -2.062 1.008 0.253  C2 1.296
9 H -1.562 -0.943 0.548  C2 1.183
10 H -0.886 0.864 -1.587  C3 1.123
11 H -0.753 -1.352 -2.701  O13 1.032
12 N 0.324 0.462 0.563  C1 1.336, C2 1.504, C4 1.438
13 O -1.186 -1.294 -1.766  C3 1.424, H11 1.032
14 S 2.114 -0.766 -1.390  C4 1.667

And the natural (NBO) charges, in e, turn out to be:
1 C -0.423
2 C -0.230
3 C 0.002
4 C 0.118
5 H 0.200
6 H 0.236
7 H 0.219
8 H 0.206
9 H 0.229
10 H 0.174
11 H 0.498
12 N -0.423
13 O -0.708
14 S -0.098

The following is a DFT calculation (the ωB97M-V functional and the def2-TZVPD basis) of a single C4H7NOS molecule in a non-equilibrium geometry.

Summary:
DFT total energy = -18629.8438 eV
HOMO-LUMO gap (alpha / beta) = 5.6 / 5.6 eV
HOMO level (alpha / beta) = -7.1386 / -7.1325 eV
LUMO energy (alpha / beta) = -1.510 / -1.515 eV
charge = 0
multiplicity = 1
energy above the lowest of the compared OMol25 structures with the same formula, charge and spin = 4.706 eV

Bonds (Å) are listed after each position.
Cartesian coordinates (Å):
1 C 3.324 0.269 -0.006  N5 1.202, S7 1.600
2 C 0.710 -0.496 0.249  C3 1.584, S7 1.865, H8 1.089, H9 1.090
3 C -0.250 0.342 -0.693  C2 1.584, C4 1.562, O6 1.299, H10 1.120
4 C -1.654 -0.126 -0.194  C3 1.562, H11 1.085, H12 1.086, H13 1.086
5 N 4.235 0.951 0.382  C1 1.202, H14 1.008
6 O -0.076 1.625 -0.588  C3 1.299
7 S 2.377 -0.937 -0.461  C1 1.600, C2 1.865
8 H 0.891 0.061 1.168  C2 1.089
9 H 0.291 -1.472 0.489  C2 1.090
10 H -0.114 -0.052 -1.733  C3 1.120
11 H -1.724 0.058 0.873  C4 1.085
12 H -1.835 -1.176 -0.403  C4 1.086
13 H -2.391 0.487 -0.704  C4 1.086
14 H 4.329 1.954 0.388  N5 1.008

And the natural (NBO) charges, in e, turn out to be:
1 C 0.278
2 C -0.493
3 C 0.136
4 C -0.630
5 N -0.548
6 O -0.813
7 S 0.467
8 H 0.239
9 H 0.222
10 H 0.089
11 H 0.198
12 H 0.182
13 H 0.230
14 H 0.444

The following is a DFT calculation (the ωB97M-V functional and the def2-TZVPD basis) of a single C4H7NOS molecule in a non-equilibrium geometry.

Summary:
DFT total energy = -18633.1424 eV
HOMO-LUMO gap = 8.9 eV
HOMO level = -8.4465 eV
LUMO energy = 0.415 eV
charge = 0
multiplicity = 1
SMILES = OC/C=C\NC=S
energy above the lowest of the compared OMol25 structures with the same formula, charge and spin = 1.407 eV

Bonds (Å) are listed after each position.
Cartesian coordinates (Å):
1 C 1.151 -0.760 0.545  C2 1.489, H6 1.084, H7 1.104, O13 1.435
2 C 1.235 0.607 -0.040  C1 1.489, C3 1.373, H8 1.072
3 C 0.139 1.405 -0.256  C2 1.373, H9 1.124, N12 1.409
4 C -1.787 -0.151 -0.307  H11 1.082, N12 1.349, S14 1.625
5 H 0.960 -2.547 -0.292  O13 0.964
6 H 2.065 -0.927 1.104  C1 1.084
7 H 0.305 -0.845 1.249  C1 1.104
8 H 2.192 0.964 -0.365  C2 1.072
9 H 0.252 2.480 -0.564  C3 1.124
10 H -1.821 1.751 0.339  N12 1.019
11 H -1.107 -0.844 -0.786  C4 1.082
12 N -1.209 1.044 -0.065  C3 1.409, C4 1.349, H10 1.019
13 O 0.952 -1.627 -0.580  C1 1.435, H5 0.964
14 S -3.328 -0.549 0.019  C4 1.625

And the natural (NBO) charges, in e, turn out to be:
1 C -0.119
2 C -0.237
3 C 0.008
4 C -0.087
5 H 0.474
6 H 0.182
7 H 0.177
8 H 0.217
9 H 0.207
10 H 0.408
11 H 0.221
12 N -0.595
13 O -0.726
14 S -0.130

The following is a DFT calculation (the ωB97M-V functional and the def2-TZVPD basis) of a single C4H7NOS2 molecule in a non-equilibrium geometry.

Summary:
DFT total energy = -29465.2689 eV
HOMO-LUMO gap = 8.4 eV
HOMO level = -8.9051 eV
LUMO energy = -0.528 eV
charge = 0
multiplicity = 1
SMILES = C=NOCSCC=S
energy above the lowest of the compared OMol25 structures with the same formula, charge and spin = 4.522 eV

Bonds (Å) are listed after each position.
Cartesian coordinates (Å):
1 C -1.006 -1.104 -2.845  H5 1.180, H6 1.050, N12 1.309
2 C 1.190 -0.607 -0.076  H7 1.151, H8 1.106, O13 1.392, S14 1.852
3 C -0.438 0.533 1.686  C4 1.443, H9 1.139, H10 1.086, S14 1.916
4 C 0.075 1.860 1.927  C3 1.443, H11 1.141, S15 1.624
5 H -1.726 -1.904 -2.363  C1 1.180
6 H -0.910 -0.722 -3.818  C1 1.050
7 H 1.412 0.489 -0.352  C2 1.151
8 H 1.947 -1.325 -0.444  C2 1.106
9 H -1.126 0.307 0.806  C3 1.139
10 H -0.906 0.086 2.557  C3 1.086
11 H 0.585 1.793 2.946  C4 1.141
12 N 0.008 -0.776 -2.084  C1 1.309, O13 1.420
13 O 0.001 -1.001 -0.682  C2 1.392, N12 1.420
14 S 0.919 -0.818 1.744  C2 1.852, C3 1.916
15 S -0.025 3.188 0.998  C4 1.624

And the natural (NBO) charges, in e, turn out to be:
1 C -0.159
2 C -0.198
3 C -0.585
4 C -0.283
5 H 0.188
6 H 0.214
7 H 0.210
8 H 0.206
9 H 0.259
10 H 0.246
11 H 0.198
12 N -0.130
13 O -0.432
14 S 0.191
15 S 0.073

The following is a DFT calculation (the ωB97M-V functional and the def2-TZVPD basis) of a single C4H7NS molecule in a non-equilibrium geometry.

Summary:
DFT total energy = -16584.4322 eV
HOMO-LUMO gap = 8.9 eV
HOMO level = -8.2433 eV
LUMO energy = 0.650 eV
charge = 0
multiplicity = 1
SMILES = CC(=S)N1CC1
energy above the lowest of the compared OMol25 structures with the same formula, charge and spin = 2.499 eV

Bonds (Å) are listed after each position.
Cartesian coordinates (Å):
1 C -1.132 1.417 -0.071  C2 1.556, H5 1.079, H6 1.040, H7 1.144
2 C -1.119 -0.136 0.017  C1 1.556, N12 1.294, S13 1.629
3 C 0.920 -1.522 -0.020  C4 1.548, H8 1.087, H9 1.165, N12 1.372
4 C 1.497 -0.093 0.124  C3 1.548, H10 1.129, H11 1.142, N12 1.498
5 H -0.510 1.810 -0.861  C1 1.079
6 H -0.756 1.772 0.832  C1 1.040
7 H -2.230 1.738 -0.103  C1 1.144
8 H 0.706 -2.179 0.819  C3 1.087
9 H 1.420 -2.074 -0.915  C3 1.165
10 H 1.425 0.377 1.148  C4 1.129
11 H 2.164 0.365 -0.681  C4 1.142
12 N 0.100 -0.453 -0.280  C2 1.294, C3 1.372, C4 1.498
13 S -2.485 -1.023 -0.010  C2 1.629

And the natural (NBO) charges, in e, turn out to be:
1 C -0.659
2 C 0.123
3 C -0.206
4 C -0.252
5 H 0.221
6 H 0.210
7 H 0.237
8 H 0.219
9 H 0.205
10 H 0.215
11 H 0.228
12 N -0.409
13 S -0.131